Entry 1:
Below is a structure of composition CHO3S3 in a non-equilibrium geometry, with properties calculated with ωB97M-V/def2-TZVPD.

The geometry in XYZ format:
```
8
Properties=species:S:1:pos:R:3:forces:R:3
C -1.629 0.590 -0.027 -0.71 -1.49 0.15
O 1.945 0.912 -0.249 0.05 0.93 0.22
O 0.527 -0.783 0.806 -3.13 -1.49 1.81
O 2.386 -1.331 -0.866 -0.03 -0.81 0.19
S -3.150 1.080 -0.327 -0.06 0.74 -0.18
S -1.450 -0.933 0.690 2.80 0.32 -0.29
S 2.011 -0.460 0.245 0.87 0.62 -1.57
H -0.640 0.924 -0.271 0.22 1.17 -0.33
```
Positions in Å, forces in eV/Å.

Output
Total charge = -1
Orbital gap = 0.2510 Ha
LUMO energy = 2.44 eV

=====

Entry 2:
Below is a structure of composition CHO4 in a non-equilibrium geometry, with properties calculated with ωB97M-V/def2-TZVPD.

The geometry in XYZ format:
```
6
Properties=species:S:1:pos:R:3:forces:R:3
C -0.509 0.127 -1.164 -5.77 -0.01 -5.68
O -1.354 0.373 -1.820 -2.72 0.17 -2.22
O 0.443 -0.313 1.801 0.47 0.20 -4.53
O 0.089 0.790 0.476 -0.62 4.24 13.54
O 0.388 0.066 -0.464 10.00 -6.82 -3.47
H 0.942 -1.042 1.171 -1.35 2.22 2.37
```
Positions in Å, forces in eV/Å.

Output
Total charge = +1
Orbital gap (spin up / spin down) = 0.3620 / 0.3621 Ha
LUMO energy (spin up / spin down) = -8.32 / -8.32 eV

=====

Entry 3:
Below is a structure of composition CHO4Rb in a non-equilibrium geometry, with properties calculated with ωB97M-V/def2-TZVPD.

The geometry in XYZ format:
```
7
Properties=species:S:1:pos:R:3:forces:R:3
O 0.989 0.109 -0.089 0.62 0.49 -1.92
H 1.713 0.236 0.532 -0.34 -0.43 0.31
O 0.019 -0.842 1.682 -0.04 0.98 0.24
O -1.264 -0.678 -0.204 0.53 0.00 -1.55
O -1.177 0.734 0.234 -0.37 0.56 0.42
C -0.164 -0.254 0.611 -0.25 -1.38 1.57
Rb -0.116 0.695 -2.767 -0.14 -0.22 0.93
```
Positions in Å, forces in eV/Å.

Output
Orbital gap = 0.2516 Ha
LUMO energy = -1.10 eV

=====

Entry 4:
Below is the ion CHO5S with charge -1 in a non-equilibrium geometry, with properties calculated with ωB97M-V/def2-TZVPD.

The geometry in XYZ format:
```
8
Properties=species:S:1:pos:R:3:forces:R:3
O 1.214 1.683 -1.692 -0.90 -0.01 0.36
C 0.584 0.797 -1.105 1.86 1.33 -1.11
O -0.338 0.945 -0.247 -0.85 -0.80 2.08
S -0.559 -0.686 0.996 -1.39 1.26 -1.96
O 0.788 -1.099 1.172 0.86 -0.46 -0.30
O -1.435 -1.408 0.101 0.73 -0.12 0.58
O -1.164 -0.045 2.112 -0.32 0.42 0.37
H 0.911 -0.187 -1.338 0.01 -1.64 -0.01
```
Positions in Å, forces in eV/Å.

Output
Total charge = -1
Orbital gap = 0.3508 Ha
LUMO energy = 3.79 eV
SMILES = O=COS(=O)(=O)[O-]

=====

Entry 5:
Below is the ion CHO6S with charge -1 in a non-equilibrium geometry, with properties calculated with ωB97M-V/def2-TZVPD.

The geometry in XYZ format:
```
9
Properties=species:S:1:pos:R:3:forces:R:3
O 1.978 -1.730 0.201 0.18 -0.94 -0.31
C 1.218 -0.836 -0.068 -0.52 2.82 1.24
O 1.722 0.443 -0.344 -0.07 0.28 -0.26
O -0.063 -0.778 0.024 -0.80 -0.77 -0.10
S -1.707 0.498 0.068 0.04 -0.72 -1.47
O -2.601 -0.523 0.533 0.49 0.23 0.29
O -1.392 1.583 0.944 0.49 -0.29 0.21
O -1.777 0.785 -1.343 0.30 0.03 0.59
H 2.623 0.556 -0.016 -0.12 -0.64 -0.18
```
Positions in Å, forces in eV/Å.

Output
Total charge = -1
Orbital gap = 0.3661 Ha
LUMO energy = 3.70 eV
SMILES = O=C(O)OS(=O)(=O)[O-]

=====

Entry 6:
Below is an isolated molecule of CHOPS in a non-equilibrium geometry, with properties calculated with ωB97M-V/def2-TZVPD.

The geometry in XYZ format:
```
5
Properties=species:S:1:pos:R:3:forces:R:3
C -0.957 0.018 -0.225 -1.74 0.99 0.88
O 1.642 -1.215 -0.270 -0.11 -0.72 0.34
P 0.687 -0.327 0.441 0.14 -1.33 -0.50
S -2.374 0.613 0.075 1.56 -0.93 -0.58
H 1.002 0.910 -0.021 0.16 1.99 -0.15
```
Positions in Å, forces in eV/Å.

Output
Orbital gap (spin up / spin down) = 0.2529 / 0.2527 Ha
LUMO energy (spin up / spin down) = -1.95 / -1.95 eV

=====

Entry 7:
Below is a structure of composition CI3NS2 in a non-equilibrium geometry, with properties calculated with ωB97M-V/def2-TZVPD.

The geometry in XYZ format:
```
7
Properties=species:S:1:pos:R:3:forces:R:3
C 0.067 0.372 1.321 -0.46 -0.38 0.47
N -0.176 -0.376 -1.076 -0.76 -0.96 -2.40
S -1.518 0.252 1.497 -0.30 0.08 -0.34
S 1.055 -0.165 -0.002 0.38 0.47 0.11
I -0.206 -2.372 -2.020 0.09 1.61 0.75
I -0.434 1.187 -2.600 0.30 -1.06 1.04
I 1.212 1.102 2.880 0.74 0.23 0.36
```
Positions in Å, forces in eV/Å.

Output
Orbital gap = 0.2402 Ha
LUMO energy = -2.29 eV

=====

Entry 8:
Below is the ion CIOS with charge -1 in a non-equilibrium geometry, with properties calculated with ωB97M-V/def2-TZVPD.

The geometry in XYZ format:
```
4
Properties=species:S:1:pos:R:3:forces:R:3
O 1.516 -0.032 0.021 -0.50 0.10 0.03
C 0.352 0.130 -0.021 -2.06 2.73 -0.88
S -0.872 1.566 -0.427 2.53 -2.24 0.68
I -0.997 -1.664 0.427 0.03 -0.60 0.18
```
Positions in Å, forces in eV/Å.

Output
Total charge = -1
Orbital gap = 0.2537 Ha
LUMO energy = 3.27 eV
SMILES = [O-]C(=S)I

=====

Entry 9:
Below is a structure of composition CLiO2Pr in a non-equilibrium geometry, with properties calculated with ωB97M-V/def2-TZVPD.

The geometry in XYZ format:
```
5
Properties=species:S:1:pos:R:3:forces:R:3
O -2.732 1.428 0.153 1.02 -1.33 0.00
C -2.017 0.558 0.110 -0.87 1.12 -0.07
O 1.285 -0.478 0.091 4.26 0.15 -0.44
Pr 3.890 -0.357 -0.176 -3.05 0.06 0.44
Li -0.427 -1.151 -0.178 -1.35 0.00 0.07
```
Positions in Å, forces in eV/Å.

Output
Total charge = +3
Orbital gap (spin up / spin down) = 0.1365 / 0.2067 Ha
Spin multiplicity = 4
LUMO energy (spin up / spin down) = -19.79 / -17.88 eV

=====

Entry 10:
Below is a structure of composition CLiO2V in a non-equilibrium geometry, with properties calculated with ωB97M-V/def2-TZVPD.

The geometry in XYZ format:
```
5
Properties=species:S:1:pos:R:3:forces:R:3
O -2.257 1.784 0.289 1.20 -2.71 0.13
C -1.772 0.756 0.328 -1.16 2.75 -0.14
O 0.629 0.041 0.050 -1.67 -0.99 0.15
V 2.358 0.434 -0.108 2.34 1.05 -0.23
Li -0.612 -1.350 0.244 -0.71 -0.10 0.09
```
Positions in Å, forces in eV/Å.

Output
Total charge = +2
Orbital gap (spin up / spin down) = 0.3324 / 0.2961 Ha
Spin multiplicity = 5
LUMO energy (spin up / spin down) = -11.30 / -14.08 eV

=====

Entry 11:
Below is a structure of composition CN2O2 in a non-equilibrium geometry, with properties calculated with ωB97M-V/def2-TZVPD.

The geometry in XYZ format:
```
5
Properties=species:S:1:pos:R:3:forces:R:3
C 0.616 0.818 -0.853 -2.01 -2.78 2.33
N 0.009 -0.023 -0.202 -0.17 -0.33 -1.15
N -0.621 -0.781 1.299 -2.05 -2.69 2.59
O 1.168 1.560 -1.544 0.89 1.25 -0.88
O -1.289 -1.730 1.429 3.35 4.54 -2.88
```
Positions in Å, forces in eV/Å.

Output
Orbital gap (spin up / spin down) = 0.2911 / 0.2912 Ha
LUMO energy (spin up / spin down) = -2.21 / -2.20 eV

=====

Entry 12:
Below is a cluster of 2 separate species, CN2O2 in total in a non-equilibrium geometry, with properties calculated with ωB97M-V/def2-TZVPD.

The geometry in XYZ format:
```
5
Properties=species:S:1:pos:R:3:forces:R:3
C 1.061 -0.204 0.040 1.37 1.60 -0.25
N 0.531 -1.257 0.064 -1.42 -3.23 0.14
N -1.918 0.828 -0.141 1.37 -1.72 0.38
O 1.621 0.812 -0.020 0.65 1.65 0.02
O -1.433 -0.175 0.113 -1.96 1.71 -0.29
```
Positions in Å, forces in eV/Å.

Output
Orbital gap (spin up / spin down) = 0.3711 / 0.2436 Ha
LUMO energy (spin up / spin down) = -1.04 / -2.95 eV

=====

Entry 13:
Below is a cluster of 2 separate species, CN2O2S in total in a non-equilibrium geometry, with properties calculated with ωB97M-V/def2-TZVPD.

The geometry in XYZ format:
```
6
Properties=species:S:1:pos:R:3:forces:R:3
N -1.615 1.013 -0.319 -0.80 -0.72 0.10
N -2.448 0.279 -0.130 3.34 3.00 -0.72
S -3.574 -0.686 0.143 -2.58 -2.27 0.60
O 2.518 -1.257 -0.214 0.86 -1.34 -0.52
C 1.928 -0.339 0.132 0.10 -0.14 -0.04
O 1.338 0.576 0.479 -0.92 1.47 0.58
```
Positions in Å, forces in eV/Å.

Output
Orbital gap = 0.3859 Ha
LUMO energy = 0.43 eV
SMILES = N#[N+][S-].O=C=O

=====

Entry 14:
Below is an isolated molecule of CN2O2S in a non-equilibrium geometry, with properties calculated with ωB97M-V/def2-TZVPD.

The geometry in XYZ format:
```
6
Properties=species:S:1:pos:R:3:forces:R:3
O 1.779 0.651 0.014 -0.13 0.07 -0.04
C 0.722 0.163 -0.002 0.52 2.23 0.04
N 0.121 -0.978 -0.006 -0.02 -2.36 -0.01
N -1.153 -1.049 0.004 -0.93 -0.33 0.01
S -1.868 0.376 0.007 -0.23 -0.27 -0.03
O -0.629 1.259 -0.012 0.80 0.66 0.02
```
Positions in Å, forces in eV/Å.

Output
Orbital gap = 0.3251 Ha
LUMO energy = -1.29 eV
SMILES = O=c1nnso1

=====

Entry 15:
Below is a cluster of 2 separate species, CN2O3 in total in a non-equilibrium geometry, with properties calculated with ωB97M-V/def2-TZVPD.

The geometry in XYZ format:
```
6
Properties=species:S:1:pos:R:3:forces:R:3
N -3.483 -0.320 -1.121 -0.90 0.29 -1.63
N -2.786 -0.021 -0.316 -1.20 -1.36 -0.68
O -2.115 0.096 0.610 2.11 1.07 2.32
O 1.578 0.043 -0.238 1.49 -0.51 0.95
C 2.631 0.051 0.283 -0.23 1.21 -0.63
O 3.696 0.206 0.746 -1.27 -0.70 -0.33
```
Positions in Å, forces in eV/Å.

Output
Orbital gap = 0.4572 Ha
LUMO energy = 0.43 eV
SMILES = N#[N+][O-].O=C=O

=====

Entry 16:
Below is the ion CN3 with charge +1 in a non-equilibrium geometry, with properties calculated with ωB97M-V/def2-TZVPD.

The geometry in XYZ format:
```
4
Properties=species:S:1:pos:R:3:forces:R:3
N -1.921 0.027 -0.001 -4.56 0.15 -0.01
C -0.805 0.006 -0.001 10.03 -0.77 0.06
N 0.828 -0.108 0.008 -6.39 0.78 -0.06
N 1.897 0.074 -0.005 0.91 -0.16 0.01
```
Positions in Å, forces in eV/Å.

Output
Total charge = +1
Orbital gap = 0.4335 Ha
LUMO energy = -9.03 eV
SMILES = N#C[N+]#N

=====

Entry 17:
Below is a structure of composition CN3O5S in a non-equilibrium geometry, with properties calculated with ωB97M-V/def2-TZVPD.

The geometry in XYZ format:
```
10
Properties=species:S:1:pos:R:3:forces:R:3
C 2.337 -0.577 0.096 -1.73 0.61 -1.38
N 3.301 -0.706 0.694 1.31 -0.39 0.95
N -1.030 -0.935 -0.085 9.95 -3.70 -1.08
N -2.068 -0.295 0.067 -4.99 5.08 -1.19
O -3.132 -0.787 0.297 -5.65 -3.56 1.45
O -1.870 0.971 0.194 0.91 3.30 0.90
O 0.371 0.950 1.170 1.18 0.25 -0.22
O -0.083 1.431 -1.309 1.11 0.96 -1.61
O 1.327 -0.396 -0.688 1.01 -0.36 0.35
S -0.001 0.618 -0.167 -3.10 -2.21 1.83
```
Positions in Å, forces in eV/Å.

Output
Total charge = -1
Orbital gap (spin up / spin down) = 0.2216 / 0.2700 Ha
Spin multiplicity = 3
LUMO energy (spin up / spin down) = 3.82 / 0.97 eV

=====

Entry 18:
Below is a structure of composition CN4O4P in a non-equilibrium geometry, with properties calculated with ωB97M-V/def2-TZVPD.

The geometry in XYZ format:
```
10
Properties=species:S:1:pos:R:3:forces:R:3
C -0.592 -0.084 0.516 -1.16 -0.72 1.54
N -1.358 -1.111 0.872 0.85 1.21 -0.62
N 0.552 -0.542 0.046 0.05 0.20 -0.38
N -0.590 -2.148 0.511 -1.73 -2.55 0.75
N 0.524 -1.875 0.004 1.59 0.50 -0.67
O -0.530 1.314 -2.540 2.16 1.04 4.28
O 1.242 2.863 0.057 0.66 1.45 0.14
O 1.486 0.373 -0.360 -0.28 -0.50 0.27
O -0.697 1.215 0.682 0.99 0.52 -1.40
P 0.515 1.755 -0.511 -3.13 -1.16 -3.91
```
Positions in Å, forces in eV/Å.

Output
Total charge = -1
Orbital gap (spin up / spin down) = 0.3180 / 0.3186 Ha
LUMO energy (spin up / spin down) = 3.03 / 3.06 eV

=====

Entry 19:
Below is the ion CN5O2 with charge -1 in a non-equilibrium geometry, with properties calculated with ωB97M-V/def2-TZVPD.

The geometry in XYZ format:
```
8
Properties=species:S:1:pos:R:3:forces:R:3
O -2.216 -0.567 0.938 1.74 1.34 -1.67
N -1.533 0.010 0.061 -0.53 -0.51 -1.15
O -1.990 0.650 -0.893 -0.53 -0.63 1.34
C -0.065 -0.056 -0.043 2.56 0.63 1.65
N 0.739 -0.838 -0.787 -2.29 -0.21 0.05
N 1.945 -0.480 -0.456 1.32 0.02 0.20
N 1.917 0.489 0.459 1.60 -0.76 -1.33
N 0.710 0.789 0.702 -3.86 0.11 0.90
```
Positions in Å, forces in eV/Å.

Output
Total charge = -1
Orbital gap = 0.3215 Ha
LUMO energy = 3.43 eV
SMILES = [O-][N+]([O-])=C1N=NN=N1

=====

Entry 20:
Below is the ion CNO4S with charge -1 in a non-equilibrium geometry, with properties calculated with ωB97M-V/def2-TZVPD.

The geometry in XYZ format:
```
7
Properties=species:S:1:pos:R:3:forces:R:3
C -0.750 0.573 0.106 -1.53 0.01 0.16
N 1.354 -1.212 1.072 0.07 -0.65 -1.99
O -0.430 -0.344 -0.848 2.61 -0.36 0.50
O -1.899 0.741 0.291 -3.01 1.57 0.85
O 1.965 0.180 -1.034 3.16 2.19 -3.95
O 0.280 1.015 0.749 0.27 0.10 -1.57
S 1.130 -0.407 -0.116 -1.58 -2.85 6.01
```
Positions in Å, forces in eV/Å.

Output
Total charge = -1
Orbital gap = 0.3308 Ha
LUMO energy = 3.95 eV

=====

DFT total energy (computed, eV): -39700.687 -9224.057 -9895.217 -22127.807 -24175.529 -23221.849 -48496.711 -22022.040 -19368.340 -31002.020 -8107.782 -8107.490 -18947.141 -18945.048 -10158.382 -5493.626 -26572.062 -24472.752 -12579.776 -21551.422